Entry 1:
2 unconnected molecules or ions with the total composition C4H13NS. Source: OMol25; level of theory: ωB97M-V with the def2-TZVPD basis set.

## Properties
DFT total energy (eV): -16682.56908
Largest force on an atom (hartree/bohr): 0.1053
Energy relative to the best compared isomer or geometry (same formula, charge and spin) (kJ/mol): 146.8
Frontier orbital gap (eV): 9.32
Spin multiplicity: 1
Total charge: 0
HOMO level (eV): -8.27

Geometry as XYZ:
```
19
C4H13NS (ωB97M-V with the def2-TZVPD basis set)
C 0.15 1.89 1.22
S 1.99 2.01 1.07
C 2.26 1.39 -0.59
H -0.32 1.22 0.37
H -0.22 2.90 0.90
H -0.26 1.51 2.13
H 3.25 1.73 -0.74
H 2.11 0.31 -0.90
H 1.63 1.89 -1.27
C -0.16 -1.92 -0.87
C -1.07 -1.64 0.35
N -2.01 -0.54 0.13
H 0.35 -0.97 -1.08
H 0.47 -2.71 -0.86
H -0.87 -1.97 -1.70
H -1.74 -2.62 0.54
H -0.46 -1.49 1.17
H -2.43 -0.60 -0.69
H -2.67 -0.39 0.81
```


Entry 2:
2 unconnected molecules or ions with the total composition C4H13NS. Source: OMol25; level of theory: ωB97M-V with the def2-TZVPD basis set.

## Properties
DFT total energy (eV): -16684.00146
Largest force on an atom (hartree/bohr): 0.0178
Energy relative to the best compared isomer or geometry (same formula, charge and spin) (kJ/mol): 8.6
Frontier orbital gap (eV): 9.73
Spin multiplicity: 1
Total charge: 0
HOMO level (eV): -8.71

Geometry as XYZ:
```
19
C4H13NS (ωB97M-V with the def2-TZVPD basis set)
C -3.14 0.08 0.95
C -1.65 0.26 1.25
S -0.74 1.17 -0.02
H -3.21 -0.32 -0.06
H -3.66 1.04 0.94
H -3.62 -0.59 1.66
H -1.23 -0.72 1.44
H -1.48 0.87 2.14
C 2.80 0.10 -0.17
C 1.98 -1.17 -0.23
N 1.28 -1.33 -1.51
H 3.18 0.25 0.85
H 3.67 0.05 -0.82
H 2.21 0.97 -0.45
H 2.63 -2.02 0.02
H 1.26 -1.15 0.58
H -0.55 0.15 -0.88
H 0.93 -2.28 -1.58
H 1.95 -1.27 -2.27
```


Entry 3:
2 unconnected molecules or ions with the total composition C4H13NS. Source: OMol25; level of theory: ωB97M-V with the def2-TZVPD basis set.

## Properties
DFT total energy (eV): -16683.60623
Largest force on an atom (hartree/bohr): 0.0519
Energy relative to the best compared isomer or geometry (same formula, charge and spin) (kJ/mol): 46.7
Frontier orbital gap (eV): 9.47
Spin multiplicity: 1
Total charge: 0
HOMO level (eV): -8.52

Geometry as XYZ:
```
19
C4H13NS (ωB97M-V with the def2-TZVPD basis set)
C 1.61 0.17 -2.08
N 0.79 -1.10 -2.12
H 2.45 0.12 -1.36
H 2.07 0.51 -3.03
H 0.99 0.96 -1.65
H 0.75 -0.56 -0.07
H 1.38 -1.86 -2.46
H 0.06 -0.97 -2.79
C -2.23 0.26 -0.24
C -1.80 0.28 1.28
C -0.38 0.93 1.41
S 0.97 -0.26 1.19
H -2.00 1.21 -0.79
H -3.28 0.03 -0.30
H -1.71 -0.53 -0.78
H -2.50 0.90 1.88
H -1.79 -0.74 1.73
H -0.28 1.25 2.44
H -0.34 1.71 0.69
```


Entry 4:
A molecular structure, C4H13NS. Source: OMol25; level of theory: ωB97M-V with the def2-TZVPD basis set.

## Properties
DFT total energy (eV): -16676.37145
Largest force on an atom (hartree/bohr): 0.0326
Energy relative to the best compared isomer or geometry (same formula, charge and spin) (kJ/mol): 0.0
Frontier orbital gap (spin up / spin down) (eV): 11.20 / 7.20
Spin multiplicity: 2
Total charge: +1
HOMO level (spin up / spin down) (eV): -14.29 / -13.96

Geometry as XYZ:
```
19
C4H13NS (ωB97M-V with the def2-TZVPD basis set)
C -1.78 -0.27 -1.37
C -1.50 1.24 -1.28
C -0.08 1.52 -0.73
S 0.14 1.04 0.99
H -1.75 -0.72 -0.38
H -1.04 -0.76 -2.00
H -2.75 -0.46 -1.81
H -1.59 1.69 -2.26
H -2.23 1.71 -0.63
H 0.16 2.57 -0.86
H 0.64 0.96 -1.35
C 1.39 -2.45 1.29
N 1.33 -1.52 0.13
H 1.73 -1.88 2.15
H 0.38 -2.78 1.50
H 2.03 -3.30 1.09
H 2.25 -1.33 -0.29
H 0.83 -0.49 0.45
H 0.75 -1.92 -0.61
```


Entry 5:
A molecular structure, C4H13NS. Source: OMol25; level of theory: ωB97M-V with the def2-TZVPD basis set.

## Properties
DFT total energy (eV): -16675.80827
Largest force on an atom (hartree/bohr): 0.0387
Energy relative to the best compared isomer or geometry (same formula, charge and spin) (kJ/mol): 54.3
Frontier orbital gap (spin up / spin down) (eV): 11.68 / 7.02
Spin multiplicity: 2
Total charge: +1
HOMO level (spin up / spin down) (eV): -14.35 / -14.10

Geometry as XYZ:
```
19
C4H13NS (ωB97M-V with the def2-TZVPD basis set)
C 2.13 -0.40 0.95
C 1.56 0.90 1.47
S 0.98 1.94 0.12
H 2.74 -0.21 0.06
H 2.81 -0.81 1.69
H 1.39 -1.15 0.67
H 0.76 0.76 2.21
H 2.33 1.49 1.97
C -0.82 -0.50 -1.92
N -1.30 0.42 -0.86
C -1.91 -0.36 0.24
H -0.18 0.02 -2.63
H -1.66 -0.98 -2.40
H -0.22 -1.30 -1.48
H -0.26 1.03 -0.38
H -2.09 0.93 -1.27
H -2.18 0.25 1.06
H -2.81 -0.88 -0.10
H -1.26 -1.14 0.61
```


Entry 6:
A single C4H13NSi2 molecule. Source: OMol25; level of theory: ωB97M-V with the def2-TZVPD basis set.

## Properties
DFT total energy (eV): -21601.11278
Largest force on an atom (hartree/bohr): 0.0716
Energy relative to the best compared isomer or geometry (same formula, charge and spin) (kJ/mol): 319.1
Frontier orbital gap (spin up / spin down) (eV): 6.40 / 7.37
Spin multiplicity: 1
Total charge: 0
HOMO level (spin up / spin down) (eV): -6.50 / -6.74

Geometry as XYZ:
```
20
C4H13NSi2 (ωB97M-V with the def2-TZVPD basis set)
C -0.25 -1.35 2.78
C -1.53 0.06 0.29
C 1.81 1.76 -1.75
C 0.72 -0.28 -1.97
N 0.68 0.91 -1.39
Si -1.04 -1.65 1.05
Si -0.22 1.35 0.02
H -0.51 -0.33 3.08
H -0.50 -2.09 3.55
H -2.10 -0.16 -0.61
H -2.43 0.53 0.96
H 1.67 2.08 -2.79
H 1.97 2.70 -1.06
H 2.74 1.04 -1.67
H 0.78 -1.21 2.58
H -0.08 -0.93 -1.79
H 1.56 -0.59 -2.56
H -0.07 -2.19 0.22
H -2.33 -2.33 1.17
H -0.86 2.69 -0.11
```


Entry 7:
3 unconnected molecules or ions with the total composition C4H13O4. Source: OMol25; level of theory: ωB97M-V with the def2-TZVPD basis set.

## Properties
DFT total energy (eV): -12545.64419
Largest force on an atom (hartree/bohr): 0.0440
Energy relative to the best compared isomer or geometry (same formula, charge and spin) (kJ/mol): 34.2
Frontier orbital gap (spin up / spin down) (eV): 11.04 / 7.58
Spin multiplicity: 2
Total charge: 0
HOMO level (spin up / spin down) (eV): -10.45 / -10.45

Geometry as XYZ:
```
21
C4H13O4 (ωB97M-V with the def2-TZVPD basis set)
C 1.15 1.35 0.54
O 1.78 2.37 -0.24
C -0.37 1.53 0.35
C -1.13 0.61 1.33
C -1.74 -0.66 0.68
O -0.74 -1.24 -0.09
H 1.47 0.34 0.27
H 1.33 1.68 1.56
H 1.83 2.06 -1.14
H -0.63 1.18 -0.65
H -0.52 2.60 0.49
H -0.50 0.48 2.21
H -2.04 1.03 1.78
H -2.45 -0.31 -0.08
H -2.01 -1.35 1.48
H 0.76 -2.21 0.64
H 1.84 -2.20 -0.29
O 1.59 -2.70 0.49
H -1.57 -0.58 -2.66
H -0.57 -1.10 -1.61
O -0.64 -0.78 -2.54
```


Entry 8:
2 unconnected molecules or ions with the total composition C4H13O5P. Source: OMol25; level of theory: ωB97M-V with the def2-TZVPD basis set.

## Properties
DFT total energy (eV): -23886.03019
Largest force on an atom (hartree/bohr): 0.0594
Energy relative to the best compared isomer or geometry (same formula, charge and spin) (kJ/mol): 125.1
Frontier orbital gap (eV): 10.55
Spin multiplicity: 1
Total charge: 0
HOMO level (eV): -9.77

Geometry as XYZ:
```
23
C4H13O5P (ωB97M-V with the def2-TZVPD basis set)
C 0.49 -2.92 -0.42
O 1.03 -1.88 -1.18
P 0.92 -0.38 -0.65
O 1.18 -0.28 0.84
O 1.83 0.48 -1.69
C 2.39 1.70 -1.18
O -0.67 0.00 -1.05
C -0.97 0.97 -2.08
H -0.19 -3.56 -1.00
H -0.18 -2.60 0.37
H 1.31 -3.46 0.04
H 3.43 1.59 -1.49
H 2.46 1.87 -0.11
H 1.80 2.54 -1.54
H -2.04 1.07 -1.90
H -0.90 0.71 -3.13
H -0.52 1.94 -1.88
C -2.02 0.36 3.37
O -2.05 0.76 2.02
H -1.04 0.66 3.74
H -2.75 0.83 4.03
H -2.14 -0.72 3.38
H -1.39 0.31 1.49
```


Entry 9:
A single C4H13P3 molecule. Source: OMol25; level of theory: ωB97M-V with the def2-TZVPD basis set.

## Properties
DFT total energy (eV): -32221.06124
Largest force on an atom (hartree/bohr): 0.1119
Energy relative to the best compared isomer or geometry (same formula, charge and spin) (kJ/mol): 332.8
Frontier orbital gap (spin up / spin down) (eV): 6.28 / 6.28
Spin multiplicity: 1
Total charge: 0
HOMO level (spin up / spin down) (eV): -6.75 / -6.75

Geometry as XYZ:
```
20
C4H13P3 (ωB97M-V with the def2-TZVPD basis set)
C 0.50 2.60 -0.30
C 1.92 -0.60 -0.74
C -1.62 -1.31 2.43
C 0.00 1.32 -1.02
P -1.69 0.36 1.59
P -0.77 -1.61 -1.52
P 0.17 -0.25 -0.06
H -0.12 2.81 0.51
H 1.48 2.62 0.02
H 0.38 3.40 -0.91
H 2.76 0.10 -0.30
H 2.39 -1.67 -0.57
H 1.98 -0.58 -1.76
H -2.70 -1.37 2.87
H -1.65 -2.04 1.71
H -0.78 -1.27 3.04
H 0.60 1.15 -1.85
H -1.02 1.62 -1.47
H -0.06 -2.65 -1.09
H -1.91 -1.88 -0.83
```


Entry 10:
A molecular structure, C4H14BKO2. Source: OMol25; level of theory: ωB97M-V with the def2-TZVPD basis set.

## Properties
DFT total energy (eV): -25464.48704
Largest force on an atom (hartree/bohr): 0.1690
Energy relative to the best compared isomer or geometry (same formula, charge and spin) (kJ/mol): 218.0
Frontier orbital gap (eV): 8.47
Spin multiplicity: 1
Total charge: 0
HOMO level (eV): -8.48

Geometry as XYZ:
```
22
C4H14BKO2 (ωB97M-V with the def2-TZVPD basis set)
K -0.36 -0.69 1.30
B -2.22 -0.34 1.96
H -2.08 -0.69 0.96
H -3.26 -0.29 2.23
H -1.66 -1.00 2.60
H -1.73 0.62 1.87
C 2.71 0.14 1.39
O 1.61 -0.13 0.50
C 1.48 0.71 -0.62
C 0.51 0.20 -1.71
O -0.75 -0.10 -1.07
C -1.86 -0.44 -1.87
H 3.63 -0.22 0.94
H 2.62 -0.38 2.34
H 2.86 1.22 1.51
H 2.40 0.94 -1.16
H 1.18 1.67 -0.19
H 0.99 -0.56 -2.33
H 0.30 1.07 -2.34
H -2.46 -1.09 -1.23
H -1.43 -0.94 -2.74
H -2.49 0.30 -2.36
```


Entry 11:
A molecular structure, C4H14BaIN3S. Source: OMol25; level of theory: ωB97M-V with the def2-TZVPD basis set.

## Properties
DFT total energy (eV): -28473.02847
Largest force on an atom (hartree/bohr): 0.0513
Energy relative to the best compared isomer or geometry (same formula, charge and spin) (kJ/mol): 156.6
Frontier orbital gap (eV): 5.13
Spin multiplicity: 1
Total charge: 0
HOMO level (eV): -5.85

Geometry as XYZ:
```
24
C4H14BaIN3S (ωB97M-V with the def2-TZVPD basis set)
C 4.61 1.16 -1.36
C 4.66 -0.21 -2.03
H 4.37 1.95 -2.07
H 5.57 1.41 -0.90
H 3.85 1.18 -0.57
H 3.67 -0.54 -2.35
H 5.30 -0.19 -2.92
H 5.07 -0.97 -1.36
Ba -0.89 0.30 0.14
C 0.86 -1.31 0.14
H 0.79 -1.59 -0.91
H 0.43 -2.02 0.84
H 1.81 -0.88 0.44
I 1.28 2.03 1.06
N -2.73 1.11 1.82
N -3.98 0.40 1.55
C -4.17 -0.68 0.72
N -5.46 -1.05 0.48
S -2.97 -1.68 0.06
H -2.86 2.11 1.58
H -2.50 1.06 2.82
H -4.76 0.82 2.05
H -5.69 -1.86 -0.10
H -6.25 -0.54 0.86
```


Entry 12:
A molecular structure, C4H14F6FeNO9S2. Source: OMol25; level of theory: ωB97M-V with the def2-TZVPD basis set.

## Properties
DFT total energy (eV): -96641.23428
Largest force on an atom (hartree/bohr): 0.1160
Energy relative to the best compared isomer or geometry (same formula, charge and spin) (kJ/mol): 775.2
Frontier orbital gap (spin up / spin down) (eV): 5.51 / 4.33
Spin multiplicity: 5
Total charge: +1
HOMO level (spin up / spin down) (eV): -12.61 / -12.59

Geometry as XYZ:
```
37
C4H14F6FeNO9S2 (ωB97M-V with the def2-TZVPD basis set)
Fe -10.13 15.86 0.08
C -9.24 20.93 1.14
F -10.05 20.29 2.07
F -10.03 21.28 0.06
F -8.65 22.00 1.63
S -7.84 19.71 0.52
O -8.08 19.63 -0.94
O -6.57 20.27 0.93
N -8.24 18.16 1.23
S -7.74 18.33 2.71
O -7.58 19.63 3.34
O -8.51 17.44 3.59
C -5.88 17.67 2.64
F -5.82 16.50 2.03
F -5.03 18.50 1.99
F -5.45 17.48 3.85
O -11.92 17.84 -1.25
H -11.68 18.55 -1.85
H -12.84 17.99 -1.06
O -12.29 13.90 -0.78
H -12.03 12.99 -0.90
H -13.23 13.91 -0.97
O -11.90 15.97 2.46
H -11.68 16.49 3.23
H -12.63 15.41 2.74
C -8.64 12.76 2.47
O -8.47 13.41 1.21
H -8.83 11.69 2.37
H -7.71 12.96 3.02
H -9.42 13.15 3.12
H -8.03 12.71 0.72
C -9.65 15.44 -4.11
O -9.01 15.46 -2.80
H -9.43 16.30 -4.74
H -9.44 14.49 -4.60
H -10.73 15.40 -3.97
H -8.11 15.17 -2.96
```